# 1
Molecular formula: C18H34N3O3PtSi3
Method: DFT, ωB97M-V/def2-TZVPD

Properties
LUMO energy (spin up / spin down)	2.646 / 2.505	eV
spin multiplicity	3
frontier orbital gap (spin up / spin down)	6.597 / 7.121	eV
charge	-1

Element x y z (Å)
Pt1 -0.26691 -1.21087 -0.40997
Si1 2.22804 0.68170 0.87365
Si2 -0.82484 1.52956 0.92135
Si3 0.67469 1.24434 -1.88750
O1 -1.51893 -3.09083 -1.17266
O2 0.82530 -4.76447 1.75542
O3 -3.25803 -4.12612 -0.26009
N1 -0.21321 -2.84397 1.07584
N2 1.53399 -2.72184 -0.99308
N3 -2.39915 -0.19484 -0.53531
C1 -3.73587 1.37449 0.62535
C2 -0.94930 1.02933 2.76610
C3 0.78925 -3.71474 1.10815
C4 -3.49893 -0.79379 -0.97027
C5 -4.89213 0.74425 0.19680
C6 3.72740 0.06826 -0.15818
C7 2.15874 -0.39468 2.45431
C8 2.73965 2.43627 1.47664
C9 -4.76920 -0.37251 -0.61210
C10 -2.49386 0.87446 0.25726
C11 1.72091 2.85081 -2.10859
C12 1.48161 -0.02687 -3.08540
C13 2.00677 -3.31189 0.25416
C14 -1.00580 1.67819 -2.70150
C15 -1.53324 -3.36072 1.23442
C16 -0.92448 3.44702 0.83760
C17 0.58719 0.76357 -0.05686
C18 -2.17794 -3.54715 -0.20355
H1 -1.61366 0.78983 -2.82854
H2 3.47206 -0.82204 -0.71835
H3 1.50476 0.36028 -4.10137
H4 -0.85979 2.12689 -3.67995
H5 -0.00408 3.88602 1.20333
H6 1.99726 2.83477 2.16065
H7 1.36490 3.63644 -1.45112
H8 -0.83180 -0.04491 2.86096
H9 2.61365 -2.57722 0.78590
H10 -1.56951 2.37794 -2.09479
H11 4.05432 0.82149 -0.86778
H12 3.69707 2.43704 1.99096
H13 3.13026 -0.80754 2.71111
H14 2.50238 -0.25179 -2.79873
H15 -3.36212 -1.64305 -1.62349
H16 -5.63634 -0.91144 -0.96144
H17 2.81330 3.12635 0.64407
H18 1.81634 0.18712 3.30393
H19 -1.73759 3.85084 1.43208
H20 2.60691 -4.21969 0.08815
H21 0.86039 -3.33929 -1.44399
H22 -1.52187 -4.35195 1.70552
H23 -0.18527 1.50523 3.37018
H24 1.47043 -1.22207 2.32059
H25 -1.06102 3.78765 -0.18273
H26 1.67464 3.22614 -3.12646
H27 2.29257 -2.52367 -1.63606
H28 2.76417 2.67428 -1.87132
H29 -1.91814 1.29537 3.18200
H30 -2.17135 -2.68606 1.81610
H31 0.91419 -0.95478 -3.09421
H32 4.57304 -0.17592 0.48027
H33 -3.79333 2.24832 1.25765
H34 -5.86848 1.11248 0.48488

Force components x, y, z for each atom (eV/Å):
Pt 0.16 -1.17 0.22
Si 0.08 0.23 0.22
Si 0.24 0.20 0.11
Si 0.25 0.60 -0.28
O 0.99 0.93 -1.04
O 0.08 -0.20 -0.15
O -0.45 -0.09 -0.12
N 0.10 0.99 -0.47
N -0.29 0.24 -0.17
N 0.15 -0.32 0.22
C -0.10 0.12 0.00
C 0.27 0.17 -0.66
C 0.58 0.15 0.18
C -0.38 -0.29 -0.27
C 0.08 -0.08 -0.05
C -0.66 0.17 0.20
C -0.11 0.30 -0.60
C -0.19 -0.59 -0.26
C 0.00 0.16 -0.03
C 0.39 0.38 0.17
C -0.36 -0.60 0.10
C -0.34 0.32 0.53
C -0.03 -0.48 0.21
C 0.50 -0.29 0.42
C -0.67 -0.43 -0.65
C 0.04 -0.71 0.02
C -0.16 -0.06 -0.09
C -0.28 -0.43 1.85
H -0.14 -0.19 -0.02
H -0.05 -0.26 -0.16
H -0.05 0.21 -0.15
H 0.19 0.10 -0.17
H 0.29 0.09 0.12
H -0.20 0.07 0.21
H -0.13 0.19 0.21
H 0.05 -0.27 -0.01
H 0.03 -0.01 0.03
H -0.19 0.19 0.15
H 0.04 0.19 -0.18
H 0.19 -0.11 0.12
H 0.26 0.00 -0.03
H 0.27 -0.07 0.12
H 0.11 -0.19 0.06
H -0.02 -0.06 -0.07
H 0.01 0.17 -0.26
H -0.09 0.15 0.16
H -0.23 0.02 0.18
H -0.15 0.22 0.16
H 0.09 0.00 -0.03
H -0.06 0.27 0.02
H 0.22 0.12 0.16
H -0.21 -0.20 0.00
H -0.03 0.04 -0.29
H -0.05 0.01 -0.27
H -0.13 0.10 0.01
H 0.29 -0.06 0.09
H -0.18 0.13 -0.06
H 0.00 -0.08 -0.04
H -0.07 -0.11 -0.01
H 0.06 0.03 0.21
H 0.01 0.10 0.09
H -0.01 0.01 0.05

Mulliken population analysis, charges in e, atoms 1 to 2: number 1, Pt, carries 1.912; number 2, Si, carries 0.292

---

# 2
Molecular formula: C36H32Cl2NO4Ru
Method: DFT, ωB97M-V/def2-TZVPD

Properties
LUMO energy (spin up / spin down)	0.480 / -0.916	eV
spin multiplicity	6
frontier orbital gap (spin up / spin down)	8.609 / 7.798	eV

Element x y z (Å)
Ru1 0.55480 -0.46001 -0.97884
Cl1 5.91783 -1.55893 -1.21211
Cl2 3.02782 -1.87107 -0.84446
O1 -0.10171 -2.27164 -0.54649
O2 -0.64504 -0.66811 -2.94968
O3 -0.04262 1.35069 -0.41543
O4 1.51031 -0.29499 -2.96903
N1 1.06393 -0.38759 1.48662
C1 -2.52049 -1.01095 0.09932
C2 -2.23138 -5.73069 -1.23772
C3 -0.74006 -2.77646 0.59239
C4 2.84724 3.29165 -1.39430
C5 0.84719 2.37137 -0.07385
C6 1.91270 1.78735 0.90532
C7 -1.02164 -6.61620 0.63030
C8 -0.66370 -5.32522 1.00803
C9 0.24114 -2.65938 1.78704
C10 -0.02412 -0.87062 3.54092
C11 0.73231 3.03297 -2.48493
C12 -1.87554 -4.45046 -0.85976
C13 0.59112 4.74420 0.81615
C14 -1.85253 4.12619 1.95549
C15 -1.09055 -4.23076 0.27193
C16 -3.87563 -1.64893 2.42719
C17 -1.80699 -6.82308 -0.48890
C18 0.45580 -0.63988 -5.08760
C19 4.40911 -0.75328 -0.79331
C20 -1.32070 5.39600 2.12006
C21 3.39898 3.77133 -2.57620
C22 -2.73949 -2.34904 2.06763
C23 0.06665 3.46590 0.65503
C24 1.27038 0.87206 1.90056
C25 0.19096 0.42405 3.97538
C26 0.85797 1.31209 3.14744
C27 1.27910 3.51226 -3.66209
C28 -2.03036 -2.02140 0.91120
C29 -0.09558 5.70327 1.54482
C30 -4.33398 -0.60580 1.62980
C31 1.51132 2.91272 -1.33714
C32 0.43242 -1.25441 2.28485
C33 -3.66015 -0.29892 0.46119
C34 0.42299 -0.52875 -3.59354
C35 -1.16415 3.16567 1.22802
C36 2.61729 3.88032 -3.71376
H1 3.04676 4.24913 -4.63547
H2 4.44159 4.05863 -2.60347
H3 4.48471 -0.37003 0.21941
H4 3.47709 3.22136 -0.51625
H5 -0.54170 -0.80903 -5.48213
H6 1.11409 -1.46118 -5.36838
H7 1.19819 -3.05446 1.43871
H8 2.63790 1.21236 0.32020
H9 -4.40959 -1.91694 3.32951
H10 -0.09535 -3.26778 2.62532
H11 -0.15936 0.74040 4.94862
H12 -5.22011 -0.05313 1.91180
H13 -2.08569 -7.82687 -0.78170
H14 0.32372 6.69471 1.65588
H15 -1.86029 6.14494 2.68455
H16 -2.19416 -3.59980 -1.44923
H17 0.65992 3.59591 -4.54583
H18 -4.01728 0.49174 -0.18530
H19 2.44745 2.59268 1.40941
H20 -0.03675 -5.19983 1.88008
H21 1.53974 5.00090 0.35968
H22 -2.84077 -5.88161 -2.11955
H23 1.04021 2.33548 3.44500
H24 -2.05456 -0.78698 -0.85530
H25 -0.54136 -1.58861 4.16185
H26 4.21864 0.03584 -1.51588
H27 -2.40069 -3.17121 2.68731
H28 -1.57909 2.17629 1.09024
H29 -2.81078 3.87882 2.39425
H30 0.87861 0.27461 -5.50259
H31 -0.67793 -7.45837 1.21660
H32 -0.30607 2.72846 -2.44489

Force components x, y, z for each atom (eV/Å):
Ru -0.08 -0.21 0.02
Cl 0.00 0.00 0.01
Cl 0.21 -0.20 0.13
O -0.13 0.09 0.12
O -0.07 0.09 -0.10
O 0.06 0.01 -0.18
O 0.09 0.01 0.02
N -0.05 0.14 -0.07
C 0.02 0.06 -0.16
C -0.01 -0.01 -0.01
C 0.17 -0.07 -0.07
C -0.01 -0.02 0.02
C -0.12 -0.01 0.11
C 0.05 0.02 0.00
C -0.01 -0.01 -0.02
C 0.01 0.01 0.02
C -0.02 -0.01 -0.01
C 0.03 -0.01 0.01
C -0.05 -0.02 0.01
C 0.01 0.02 0.00
C 0.04 0.00 0.02
C -0.02 0.02 0.02
C -0.02 -0.07 0.00
C -0.03 0.03 0.01
C 0.00 -0.01 0.01
C 0.00 0.03 0.00
C -0.10 0.13 -0.06
C -0.01 0.00 0.00
C -0.01 0.00 -0.03
C 0.05 0.01 -0.02
C -0.02 0.01 0.06
C 0.00 0.00 -0.01
C 0.02 0.00 -0.03
C 0.01 -0.03 -0.01
C -0.01 -0.01 -0.01
C -0.06 0.01 0.11
C 0.00 0.01 0.00
C 0.00 -0.01 0.00
C 0.03 0.08 -0.01
C 0.05 -0.04 -0.02
C 0.01 -0.03 0.02
C -0.02 0.08 -0.01
C 0.00 -0.02 -0.04
C 0.02 0.01 0.01
H 0.01 0.01 -0.02
H 0.03 0.01 0.00
H 0.02 -0.02 -0.06
H 0.01 0.00 0.01
H 0.00 0.00 0.00
H 0.01 -0.02 0.00
H -0.01 -0.03 0.04
H -0.02 0.00 0.01
H -0.01 -0.01 0.02
H -0.03 0.00 -0.01
H -0.01 0.01 0.02
H -0.02 0.01 0.01
H 0.00 -0.01 0.00
H 0.01 0.02 0.00
H -0.01 0.01 0.01
H -0.01 0.01 -0.01
H -0.01 0.00 -0.02
H -0.02 0.02 -0.01
H 0.00 0.01 0.00
H 0.01 0.02 0.02
H 0.02 -0.01 -0.01
H 0.00 0.00 0.00
H 0.00 0.02 0.00
H 0.02 -0.03 0.09
H -0.01 0.00 0.01
H -0.01 -0.04 0.03
H 0.00 -0.01 0.02
H 0.00 -0.02 0.00
H -0.02 0.00 0.01
H 0.00 0.01 0.00
H 0.01 -0.01 0.01
H 0.01 0.00 0.00

Mulliken population analysis, charges in e, atoms 1 to 2: number 1, Ru, carries 1.770; number 2, Cl, carries -0.168

---

# 3
Molecular formula: C2H16NO5
Method: DFT, ωB97M-V/def2-TZVPD

Properties
LUMO energy	-9.855	eV
frontier orbital gap	3.905	eV
charge	+1

Element x y z (Å)
O1 -0.25405 1.75990 1.58366
O2 -4.50686 -0.12331 -0.57437
O3 -1.16807 -1.08114 -0.51902
O4 -0.05597 1.12298 -0.63882
O5 -0.85764 -0.43771 2.34202
N1 1.61267 -0.64205 -0.49865
C1 2.77741 -0.25888 0.25409
C2 1.69578 -0.50938 -1.94930
H1 -0.92067 -0.73661 3.25243
H2 -5.45070 -0.16361 -0.43046
H3 0.80990 -0.78654 -2.51404
H4 -0.72583 0.54194 2.19369
H5 2.56387 -0.60374 1.27152
H6 2.04265 0.48317 -2.24733
H7 3.00938 0.82541 0.21919
H8 3.62629 -0.83703 -0.13585
H9 -0.06181 1.55888 0.37622
H10 -0.23034 2.61533 2.02008
H11 2.47639 -1.23335 -2.18715
H12 -1.27793 -0.15396 -0.26331
H13 -4.17557 -1.01675 -0.57787
H14 -1.00863 -1.53240 0.33482
H15 -0.63088 1.63110 -1.22544
H16 0.71060 -0.42223 -0.08612

Force components x, y, z for each atom (eV/Å):
O 0.49 0.22 -0.27
O 0.42 0.65 -0.06
O 0.22 -0.82 0.54
O 0.74 0.84 0.30
O 0.11 -1.22 -0.63
N 0.22 3.62 -1.58
C -0.48 -2.14 0.50
C 0.56 -1.88 0.28
H 0.00 0.43 0.09
H -0.26 -0.17 0.04
H -0.33 0.15 0.58
H -0.23 -0.03 0.58
H 0.30 0.56 0.09
H 0.14 0.12 0.28
H -0.40 -0.17 -0.14
H 0.07 0.43 -0.05
H -0.20 0.41 0.91
H 0.01 0.33 -0.19
H 0.31 0.12 -0.54
H -0.40 -0.18 -0.02
H -0.06 -0.47 0.01
H -0.42 0.17 -0.21
H -0.12 -0.24 -0.59
H -0.68 -0.72 0.08

Mulliken population analysis, charges in e, atoms 1 to 2: number 1, O, carries -0.642; number 2, O, carries -0.616

---

# 4
Molecular formula: C21H25N5O4
Method: DFT, ωB97M-V/def2-TZVPD

Properties
LUMO energy	0.612	eV
frontier orbital gap	8.501	eV
SMILES	CCOC(=O)N1CCN(Cc2nc3cc(NC(=O)c4ccco4)ccc3n2C)CC1

Element x y z (Å)
O1 0.38360 -1.38587 -5.92874
O2 0.85335 -3.57707 -5.61035
O3 -2.91904 3.13344 5.68331
O4 -1.68071 6.30215 4.60967
N1 1.24789 0.98429 0.96791
N2 -1.39187 3.68034 4.05541
N3 1.07986 -2.14008 -3.91079
N4 0.39589 -0.94531 1.69979
N5 1.32257 -1.86160 -1.02991
C1 -1.00094 2.44868 3.51869
C2 -1.53837 1.23900 3.98580
C3 1.42541 -3.25308 -3.05124
C4 -2.92190 7.42388 6.07891
C5 -2.27790 3.95248 5.05338
C6 0.55128 -3.81248 -6.98507
C7 0.40008 -1.07432 -1.84680
C8 0.73658 -2.29014 -5.20806
C9 0.34430 1.25744 1.96168
C10 -0.20475 0.04389 2.43887
C11 -1.14817 0.02879 3.45378
C12 -2.40085 5.39712 5.32006
C13 -3.18272 6.04634 6.24047
C14 0.91514 -0.85200 -3.26564
C15 -2.00422 7.51612 5.07651
C16 2.17372 -2.72973 -1.83369
C17 2.11948 -1.05167 -0.11764
C18 0.16449 -2.35697 1.81325
C19 1.25640 -0.31460 0.84673
C20 0.97618 -5.22746 -7.33125
C21 -0.05565 2.47055 2.50275
H1 -0.88337 -2.53254 2.05613
H2 -0.55458 -1.61076 -1.89517
H3 -3.85106 5.58056 6.93408
H4 2.48803 -3.57196 -1.20835
H5 0.40019 -2.82996 0.86126
H6 2.74457 -0.31002 -0.63882
H7 0.22548 -0.11254 -1.36260
H8 1.87135 -0.31464 -3.24179
H9 -2.26731 1.27119 4.77740
H10 2.77964 -1.73028 0.43426
H11 0.21050 -0.26398 -3.85659
H12 0.78502 -2.79026 2.60313
H13 2.04507 -5.34728 -7.17566
H14 2.05527 -3.94951 -3.60879
H15 0.36280 3.39615 2.13894
H16 3.08149 -2.20612 -2.17566
H17 1.07949 -3.07399 -7.59799
H18 0.52269 -3.78936 -2.73167
H19 0.45140 -5.94007 -6.70062
H20 -1.56684 -0.89364 3.82610
H21 -0.93992 4.48190 3.63494
H22 -3.35544 8.23254 6.63021
H23 -1.52182 8.35916 4.62182
H24 0.74315 -5.43313 -8.37182
H25 -0.52490 -3.67357 -7.14052

Force components x, y, z for each atom (eV/Å):
O -0.14 0.17 -0.30
O 0.08 -0.04 0.26
O -0.05 0.10 0.06
O 0.22 -0.34 -0.28
N 0.43 0.18 -0.43
N 0.13 0.47 -0.10
N 0.04 -0.08 0.13
N 0.09 0.20 -0.22
N 0.17 0.01 -0.01
C 0.10 -0.35 -0.14
C -0.15 -0.01 0.15
C 0.16 -0.32 0.13
C 0.39 0.18 -0.41
C 0.25 0.00 -0.28
C -0.10 0.02 -0.51
C -0.18 0.04 -0.24
C 0.07 -0.04 -0.05
C -0.39 -0.61 0.38
C 0.02 0.72 0.04
C 0.10 -0.13 -0.13
C -0.85 0.29 0.96
C 0.45 -0.63 -0.55
C -0.11 0.28 0.06
C -0.41 0.53 0.51
C -0.03 -0.21 0.01
C -0.03 -0.14 -0.10
C 0.04 -0.42 0.21
C 0.07 0.11 0.09
C -0.08 0.37 0.30
C -0.12 -0.15 0.11
H 0.02 -0.02 -0.03
H -0.02 0.17 -0.06
H -0.12 -0.18 0.11
H 0.08 0.03 -0.12
H -0.06 0.01 0.07
H -0.01 -0.06 0.10
H -0.06 -0.03 -0.05
H -0.09 0.05 -0.01
H -0.01 -0.01 0.01
H 0.05 0.05 -0.05
H 0.11 -0.01 0.11
H -0.07 -0.02 -0.01
H 0.11 -0.05 -0.03
H -0.08 0.03 0.17
H 0.06 0.14 -0.05
H -0.01 -0.03 0.01
H -0.13 -0.12 0.09
H 0.10 -0.05 0.01
H -0.04 -0.13 0.01
H -0.07 -0.08 0.07
H -0.14 -0.09 0.14
H -0.04 0.21 0.07
H 0.11 0.03 -0.12
H -0.02 -0.04 -0.10
H 0.17 0.03 0.00

Mulliken population analysis, charges in e, atoms 1 to 2: number 1, O, carries -0.662; number 2, O, carries -0.322